1.
100
Properties=species:S:1:pos:R:3:mulliken_charge:R:1 method="wB97M-V/def2-TZVPD" smiles=CCCCOc1cc2c(c(CSCC)c1C[C@H](C)Br)N(c1ccccn1)c1c(C)cccc1S2.c1ccncc1.c1ccncc1.c1ccncc1 homo_lumo_gap_ev=7.125 e_homo_ev=-7.45 largest_force_ev_per_a=6.6
C -1.402 6.420 3.219 -0.8351
C -1.775 7.395 1.912 -0.5716
C -2.195 6.523 0.571 -0.5040
C -1.059 5.412 0.135 -0.3591
O -1.485 4.567 -1.030 -0.3739
C -0.900 3.245 -0.725 0.1473
C 0.750 3.180 -0.563 -0.3893
C 1.396 1.719 -0.194 0.5357
C 0.584 0.309 0.006 -0.5850
C -1.079 0.390 -0.142 -0.2798
C -1.956 -0.987 0.100 -0.4694
S -1.543 -2.336 -1.185 -0.0163
C -2.072 -4.002 -0.412 -0.3061
C -3.737 -4.124 -0.345 -0.9268
C -1.800 1.855 -0.499 0.2784
C -3.438 2.054 -0.639 -0.6856
C -3.900 2.640 -2.122 0.0211
C -4.924 3.933 -1.842 -0.7996
Br -4.841 1.262 -3.242 -0.2122
N 1.177 -1.039 0.349 1.1466
C 1.262 -1.130 1.888 0.1490
C 0.442 -2.372 2.570 -0.3115
C 0.489 -2.458 4.238 -0.3863
C 1.376 -1.286 5.019 -0.3960
C 2.091 -0.160 4.068 -0.1888
N 2.071 -0.064 2.568 -0.0932
C 2.526 -1.275 -0.291 -0.1946
C 2.943 -2.820 -0.777 0.2047
C 1.968 -4.131 -0.644 -0.2504
C 4.446 -3.096 -1.456 -0.4458
C 5.576 -1.915 -1.672 -0.4857
C 5.174 -0.399 -1.191 -0.4354
C 3.693 -0.129 -0.538 0.5414
S 3.298 1.668 -0.024 -0.2883
H -0.301 6.024 3.181 0.2487
H -1.500 7.144 4.162 0.2807
H -2.204 5.574 3.394 0.2589
H -2.731 8.000 2.226 0.3249
H -0.923 8.180 1.703 0.3270
H -3.168 5.914 0.874 0.1372
H -2.375 7.228 -0.350 0.2832
H 0.000 5.867 -0.082 0.1720
H -0.949 4.678 1.067 0.3189
H 1.442 4.123 -0.704 0.2090
H -1.784 -1.371 1.216 0.2688
H -3.125 -0.830 0.004 0.1946
H -1.633 -4.922 -1.023 0.3624
H -1.694 -4.120 0.693 0.0503
H -4.091 -5.249 -0.161 0.3437
H -4.154 -3.728 -1.370 0.2427
H -4.108 -3.519 0.592 0.2224
H -4.061 1.114 -0.317 0.2743
H -3.726 2.915 0.134 0.2692
H -2.988 3.038 -2.766 0.3253
H -4.422 4.655 -1.049 0.0764
H -5.163 4.544 -2.813 0.3152
H -5.892 3.446 -1.343 0.3016
H -0.203 -3.179 2.012 0.1595
H -0.085 -3.283 4.860 0.2911
H 1.438 -1.260 6.196 0.2745
H 2.718 0.679 4.642 0.2919
H 2.141 -4.774 -1.635 0.1585
H 0.821 -3.898 -0.613 -0.2342
H 2.316 -4.854 0.240 0.2694
H 4.757 -4.182 -1.832 0.2123
H 6.631 -2.069 -2.157 0.2755
H 5.909 0.507 -1.295 0.2357
N -2.150 -2.150 -5.094 -0.3696
C -2.442 -0.858 -4.826 0.1499
C -2.241 0.179 -5.722 -0.2929
C -1.704 -0.123 -6.969 -0.4134
C -1.390 -1.444 -7.274 -0.3018
C -1.631 -2.412 -6.313 -0.3347
H -2.856 -0.673 -3.839 0.2165
H -2.497 1.198 -5.455 0.2820
H -1.531 0.664 -7.697 0.3652
H -0.969 -1.712 -8.236 0.3557
H -1.406 -3.458 -6.504 0.3524
N 3.000 -7.114 -2.446 -0.2767
C 2.560 -7.547 -3.647 -0.1425
C 3.217 -8.498 -4.412 -0.5600
C 4.400 -9.037 -3.918 -0.1012
C 4.880 -8.609 -2.684 -0.5974
C 4.150 -7.656 -1.991 -0.0982
H 1.634 -7.095 -3.991 0.3675
H 2.816 -8.811 -5.369 0.3441
H 4.944 -9.783 -4.489 0.3569
H 5.799 -9.009 -2.271 0.3492
H 4.481 -7.293 -1.022 0.3666
N 0.000 5.654 8.064 -0.5661
C -0.440 5.221 6.863 -0.2503
C 0.217 4.271 6.098 -0.3950
C 1.400 3.732 6.593 -0.0327
C 1.880 4.159 7.826 -0.4339
C 1.150 5.112 8.519 -0.2146
H -1.366 5.674 6.519 0.4021
H -0.184 3.958 5.141 0.4100
H 1.944 2.985 6.021 0.3828
H 2.799 3.759 8.239 0.3504
H 1.481 5.475 9.488 0.3531



2.
99
Properties=species:S:1:pos:R:3:lowdin_spin:R:1 method="wB97M-V/def2-TZVPD" spin_multiplicity=6 homo_lumo_gap_ev="7.718 / 4.942" total_charge=+2 relative_energy_kcal_mol=12.9 e_homo_ev="-12.54 / -13.65" largest_force_ev_per_a=3.6
Ir -0.040 -0.219 2.143 2.2599
C -2.134 -0.267 3.312 0.1767
C -2.293 -0.292 1.920 0.0624
C -2.703 0.861 1.042 0.0139
C -1.572 1.719 0.457 0.0242
C -0.325 1.732 1.292 0.0948
C -0.419 1.860 2.703 0.1642
C -1.692 2.172 3.461 0.0371
C -2.485 0.968 4.022 0.0305
C 1.646 -0.680 1.283 0.3098
H -2.161 -1.220 3.835 0.0064
H -2.684 -1.257 1.609 0.0073
H -3.398 1.512 1.583 0.0018
H -3.264 0.436 0.200 0.0009
H -1.338 1.402 -0.566 0.0012
H -1.945 2.743 0.318 0.0048
H 0.606 2.059 0.812 0.0119
H 0.486 2.228 3.182 0.0105
H -2.370 2.764 2.834 0.0048
H -1.404 2.789 4.322 0.0025
H -2.348 0.872 5.106 0.0006
H -3.559 1.146 3.842 0.0115
H 1.953 -1.697 1.582 0.0428
H 2.379 0.076 1.621 0.0414
H 1.509 -0.606 0.191 0.0424
P -0.263 -1.606 -3.909 0.2745
P 1.444 0.638 -4.169 0.3089
C -1.088 -0.120 -4.535 0.0075
C -0.249 0.929 -4.725 0.0096
C -0.721 -2.825 -5.215 0.0432
C -1.815 -2.649 -6.075 0.0122
C -1.972 -3.471 -7.197 0.0034
C -1.080 -4.526 -7.408 0.0059
C -0.053 -4.781 -6.490 -0.0010
C 0.135 -3.930 -5.402 0.0096
C -1.293 -2.109 -2.525 0.0430
C -0.905 -1.482 -1.326 0.0188
C -1.447 -1.935 -0.149 0.0593
C -2.617 -2.712 -0.166 0.0245
C -3.039 -3.295 -1.363 0.0029
C -2.295 -3.086 -2.526 0.0181
C 2.301 0.931 -5.860 0.0480
C 2.093 0.028 -6.923 0.0164
C 2.632 0.262 -8.193 -0.0006
C 3.377 1.428 -8.436 0.0220
C 3.614 2.319 -7.387 0.0004
C 3.105 2.053 -6.105 0.0227
C 1.769 2.214 -3.295 0.0591
C 3.025 2.388 -2.676 0.0174
C 3.339 3.600 -2.060 -0.0014
C 2.415 4.650 -2.074 0.0171
C 1.154 4.470 -2.646 0.0017
C 0.816 3.236 -3.205 0.0201
H -2.161 -0.117 -4.756 0.0033
H -0.514 1.888 -5.189 0.0031
H -2.548 -1.863 -5.887 0.0005
H -2.787 -3.273 -7.898 0.0005
H -1.183 -5.145 -8.298 0.0003
H 0.609 -5.636 -6.632 -0.0002
H 0.940 -4.110 -4.689 0.0017
H -0.153 -0.684 -1.343 -0.0003
H -0.918 -1.679 0.797 0.0404
H -3.195 -2.854 0.741 0.0020
H -3.926 -3.926 -1.357 0.0002
H -2.512 -3.665 -3.421 0.0008
H 1.493 -0.870 -6.763 0.0005
H 2.472 -0.450 -9.004 -0.0004
H 3.762 1.637 -9.438 0.0011
H 4.195 3.231 -7.561 0.0000
H 3.333 2.745 -5.296 0.0013
H 3.746 1.573 -2.680 0.0017
H 4.311 3.732 -1.584 -0.0003
H 2.673 5.615 -1.646 0.0009
H 0.421 5.277 -2.668 0.0001
H -0.193 3.085 -3.579 0.0012
C -0.954 -0.695 8.739 0.0002
C -0.802 -0.271 7.276 -0.0002
C 0.659 -0.242 6.764 0.0058
C 1.537 0.657 7.682 0.0007
C 0.886 1.962 8.126 -0.0001
C 1.222 -1.659 6.709 0.0019
O 1.982 -2.143 7.509 0.0018
N 0.665 -2.411 5.646 0.0234
C 0.398 -1.910 4.366 0.0306
O 0.050 -2.640 3.421 0.0820
N 0.556 -0.560 4.204 0.2795
C 0.672 0.300 5.281 0.0188
O 0.788 1.518 5.143 0.0676
H -0.108 -1.318 9.077 0.0000
H -1.883 -1.273 8.855 0.0000
H -1.024 0.186 9.396 0.0000
H -1.384 -0.933 6.623 0.0001
H -1.208 0.737 7.122 0.0001
H 1.843 0.076 8.568 0.0004
H 2.454 0.903 7.126 0.0001
H 0.098 1.817 8.874 0.0000
H 1.644 2.588 8.606 0.0000
H 0.487 2.507 7.261 0.0000
H 0.732 -3.420 5.711 0.0015



3.
105
Properties=species:S:1:pos:R:3:lowdin_spin:R:1 method="wB97M-V/def2-TZVPD" spin_multiplicity=5 homo_lumo_gap_ev="4.985 / 5.641" total_charge=+3 e_homo_ev="-12.69 / -15.43" largest_force_ev_per_a=3.0
Os -0.541 0.325 0.810 1.6872
N 0.038 0.274 3.088 0.0650
C 1.457 0.607 3.356 0.0033
C 2.351 -0.070 2.330 -0.0001
N 1.946 0.353 0.977 -0.0103
H -0.562 0.853 3.667 0.0064
H -0.137 -0.687 3.373 0.0083
H 1.756 0.292 4.356 0.0008
H 1.570 1.690 3.289 0.0004
H 2.234 -1.154 2.395 0.0002
H 3.393 0.169 2.549 -0.0005
H 2.355 -0.263 0.279 0.0003
H 2.293 1.291 0.790 0.0002
C 0.018 2.956 -3.323 0.0023
N -0.043 1.869 -2.305 0.0113
P 0.323 0.346 -2.864 0.0151
C 2.039 -0.134 -2.685 0.0013
C 3.012 0.847 -2.892 0.0009
C 4.355 0.517 -2.828 -0.0002
C 4.731 -0.796 -2.576 0.0005
C 3.766 -1.783 -2.414 0.0006
C 2.420 -1.463 -2.480 0.0059
C -0.225 0.222 -4.547 0.0004
C -1.558 0.548 -4.822 0.0011
C -2.024 0.441 -6.118 0.0001
C -1.166 0.017 -7.130 0.0013
C 0.153 -0.312 -6.852 0.0000
C 0.634 -0.211 -5.555 0.0022
P -0.411 2.265 -0.637 0.0618
C -2.002 3.145 -0.677 0.0120
C -3.002 2.705 0.195 0.0198
C -4.217 3.366 0.271 0.0014
C -4.452 4.468 -0.538 0.0017
C -3.456 4.929 -1.389 0.0012
C -2.230 4.288 -1.446 0.0011
C 0.757 3.590 -0.216 0.0018
C 0.320 4.556 0.695 0.0022
C 1.151 5.608 1.044 -0.0002
C 2.420 5.706 0.489 0.0014
C 2.879 4.720 -0.373 0.0005
C 2.058 3.656 -0.712 0.0008
H 0.590 2.636 -4.190 0.0006
H 0.505 3.833 -2.905 0.0000
H -0.981 3.220 -3.665 0.0000
H 2.713 1.857 -3.145 0.0000
H 5.108 1.277 -2.988 0.0000
H 5.780 -1.057 -2.539 0.0001
H 4.066 -2.811 -2.258 0.0001
H 1.682 -2.251 -2.404 0.0025
H -2.212 0.882 -4.023 0.0003
H -3.052 0.693 -6.344 0.0000
H -1.533 -0.051 -8.146 0.0001
H 0.809 -0.643 -7.646 0.0000
H 1.662 -0.469 -5.331 0.0000
H -2.810 1.855 0.841 0.0160
H -4.979 3.035 0.964 0.0000
H -5.403 4.981 -0.490 0.0001
H -3.633 5.802 -2.003 0.0001
H -1.445 4.712 -2.057 0.0001
H -0.677 4.491 1.115 0.0000
H 0.804 6.359 1.741 -0.0001
H 3.052 6.550 0.729 0.0001
H 3.878 4.782 -0.786 0.0000
H 2.428 2.875 -1.360 0.0000
N -5.755 -0.917 1.755 -0.0001
N -4.625 -0.855 1.032 0.0000
N -4.650 -0.858 -0.283 0.0014
C -3.375 -0.701 -0.579 0.0049
N -2.628 -0.616 0.533 0.0168
N -3.454 -0.710 1.568 0.0039
H -6.543 -1.271 1.236 0.0000
H -5.637 -1.230 2.705 0.0000
H -3.003 -0.649 -1.586 0.0011
C 1.154 -7.514 3.521 -0.0018
C 1.237 -7.122 2.075 0.0004
C 1.998 -7.879 1.191 0.0774
C 2.091 -7.540 -0.151 -0.0022
C 1.431 -6.424 -0.621 0.0632
C 0.651 -5.662 0.251 0.0500
N 0.037 -4.467 -0.223 0.3422
C -0.586 -4.303 -1.405 0.1379
C -1.073 -5.427 -2.111 0.1237
C -1.688 -5.288 -3.324 0.1338
C -1.853 -4.019 -3.922 0.1433
C -1.434 -2.909 -3.263 0.1380
C -0.804 -3.000 -1.985 0.0993
C -0.369 -1.838 -1.328 0.3127
O -0.612 -0.618 -2.000 0.0757
O 0.147 -1.713 -0.211 0.2625
C 0.534 -6.006 1.601 0.0469
C -0.367 -5.238 2.532 0.0095
H 1.841 -8.326 3.745 0.0001
H 0.145 -7.842 3.782 -0.0006
H 1.397 -6.670 4.170 -0.0008
H 2.522 -8.751 1.561 0.0036
H 2.690 -8.139 -0.823 -0.0008
H 1.532 -6.116 -1.654 0.0012
H 0.185 -3.642 0.328 0.0059
H -0.969 -6.402 -1.658 0.0013
H -2.069 -6.167 -3.828 0.0048
H -2.331 -3.935 -4.888 0.0037
H -1.589 -1.933 -3.704 0.0061
H -0.945 -4.475 2.014 0.0012
H 0.201 -4.768 3.340 0.0019
H -1.074 -5.921 3.006 0.0026



Going through the records in order, we get DFT total energy values of -146552.06010 -75887.75953 -83895.43243 eV.